(1)
{
  "formula": "C2H12N2O2",
  "method": "ωB97M-V/def2-TZVPD",
  "species": ["N", "C", "C", "N", "H", "H", "H", "H", "H", "H", "H", "H", "O", "H", "H", "O", "H", "H"],
  "positions_angstrom": [[-1.274131, -2.174183, 2.217272], [-0.204202, -1.013769, 2.472164], [1.168045, -1.405241, 1.891367], [1.131665, -1.291556, 0.366485], [-0.657874, -3.194232, 2.195964], [-1.486895, -2.186108, 1.175112], [-0.227573, -0.886529, 3.533599], [-0.505329, -0.048831, 2.091918], [1.954805, -0.675591, 2.311679], [1.347160, -2.482353, 2.220707], [0.983378, -0.356217, 0.061569], [0.561009, -2.022349, 0.070356], [-2.461636, -1.506502, -5.109740], [-2.595635, -0.822037, -5.772442], [-3.263808, -2.020057, -4.941673], [1.934630, 6.649145, -0.635583], [2.149623, 5.941926, -0.057997], [1.171379, 6.385467, -1.193686]],
  "atomic_forces_ev_per_a": [[3.1, -1.8, -1.9], [-0.8, -2.6, -0.5], [0.0, 1.1, -0.4], [2.3, -0.4, 3.4], [-2.0, 3.7, 0.6], [0.1, 0.5, 1.5], [0.4, -0.2, 0.8], [-0.5, 0.0, -0.6], [-0.9, -1.4, -0.7], [0.3, 1.5, -0.6], [-0.6, 0.3, -0.4], [-1.3, -0.6, -1.3], [0.4, -0.2, 0.4], [-0.5, -0.3, 0.1], [0.1, 0.6, -0.5], [-0.9, 1.1, -1.4], [0.1, -1.1, 0.6], [0.8, 0.0, 0.8]],
  "energy_ha": -343.31800,
  "fmax_ev_per_a": 4.21,
  "total_charge": 0,
  "e_lumo_ev": 0.84,
  "smiles": "NCCN.O.O"
}


(2)
{
  "formula": "C4H4N2O2",
  "method": "ωB97M-V/def2-TZVPD",
  "species": ["C", "C", "O", "C", "N", "O", "N", "C", "H", "H", "H", "H"],
  "positions_angstrom": [[-0.490197, -0.583301, 1.692783], [0.084699, -0.791829, 0.198718], [1.439078, -0.047212, 0.063471], [0.869520, 0.766697, -0.915913], [1.110188, 1.708115, -1.686766], [-0.112305, 1.671030, -2.362049], [-0.931443, 0.672852, -1.966015], [-0.356618, 0.164223, -0.938781], [0.165756, -1.141299, 2.362578], [-0.549977, 0.515128, 1.992441], [-1.405935, -1.139234, 1.737440], [0.177233, -1.795171, -0.177906]],
  "atomic_forces_ev_per_a": [[1.4, 0.3, -1.9], [0.1, 2.3, 0.9], [-0.5, -0.1, 0.1], [2.3, -2.8, 4.5], [0.1, 1.1, -1.2], [-0.5, 1.1, -2.0], [-2.1, -0.1, 0.1], [-0.3, -0.2, -0.4], [0.3, 0.3, 0.0], [-0.1, -1.6, -0.6], [-0.9, 0.2, 0.0], [0.2, -0.5, 0.4]],
  "energy_ha": -414.61854,
  "fmax_ev_per_a": 5.75,
  "total_charge": 0,
  "e_lumo_ev": 0.56,
  "smiles": "C[C@@H]1Oc2nonc21"
}


For the records above, the corresponding energy relative to the best compared isomer or geometry (same formula, charge and spin) values read 197.2; 597.7 kJ/mol.
For the records above, the corresponding HOMO values read -9.219; -10.426 eV.